# 1
Molecular formula: C8H12N2O
Method: DFT, ωB97M-V with the def2-TZVPD basis set

```
23
Properties=species:S:1:pos:R:3:forces:R:3:nbo_charge:R:1
C 1.43241 -0.08882 -0.44300 0.5 0.9 1.1 0.216
C -2.37551 0.37992 -0.63105 -0.2 -1.5 0.2 0.850
C 0.84869 0.91584 0.24771 -0.1 -1.1 -1.2 -0.147
C 0.31379 -0.16968 1.17190 1.0 -0.5 0.6 0.356
C 2.43290 -0.33393 -1.52658 -4.7 3.3 -3.8 -0.644
C 0.52549 2.30641 0.02852 1.4 2.7 -2.3 -0.658
C -0.40071 -0.15157 2.51685 -1.4 2.9 -2.6 -0.678
C -1.67431 -2.03154 -0.76125 3.9 0.3 -1.8 -0.408
N 0.91241 -1.14595 0.55082 -0.6 0.2 1.0 -0.504
N -1.84536 -0.67594 -0.54257 0.3 2.5 0.9 -0.518
O -2.95196 1.40179 -0.64035 0.2 0.7 -0.1 -0.560
H 3.11488 -1.01117 -1.26040 2.8 -2.6 1.0 0.223
H 2.88131 0.65200 -1.90882 -0.5 -1.5 0.8 0.233
H 1.82100 -0.76510 -2.50759 1.6 0.8 2.4 0.216
H 0.28046 2.87978 0.88995 -0.4 0.1 1.1 0.225
H -0.35712 2.45559 -0.69699 1.5 -0.1 0.8 0.235
H 1.51060 2.90762 -0.32727 -2.3 -1.4 0.2 0.220
H -1.47763 0.30281 2.38668 1.9 -1.2 0.3 0.232
H 0.08851 0.42288 3.28725 0.5 0.8 -0.2 0.235
H -0.32405 -1.09821 2.86493 -0.7 -3.2 1.1 0.231
H -0.63992 -2.47239 -0.64710 -0.9 1.1 0.9 0.243
H -2.36024 -2.55195 -0.26227 -2.7 -2.4 2.0 0.201
H -1.75564 -2.12840 -1.78938 -0.9 -0.8 -2.2 0.202
```
Forces are in eV/Å.

Results
Energy ... -496.60873 a.u.
ΔE to the lowest compared entry with this formula, charge and spin ... 115.4 kcal/mol
E_HOMO (spin up / spin down) ... -7.696 / -7.695 eV



# 2
Molecular formula: C8H12N2O
Method: DFT, ωB97M-V with the def2-TZVPD basis set

```
23
Properties=species:S:1:pos:R:3:forces:R:3:nbo_charge:R:1
C 1.10351 1.80281 -0.16517 5.5 -0.6 -1.6 -0.331
C 2.11799 0.87642 -0.22649 -1.3 1.0 0.5 -0.083
C -0.24261 1.55424 -0.05564 -3.4 -3.4 1.4 0.356
C -1.84605 -0.59858 -0.29422 0.2 1.2 -0.3 0.641
C 1.91836 -0.59461 -0.08827 2.6 -0.4 1.3 -0.459
C 0.60480 -1.10420 -0.53800 -0.3 0.0 0.9 -0.430
C -0.47942 -0.40352 0.26173 -0.5 2.8 -1.0 -0.127
C -0.46572 -0.43320 1.80238 0.0 -1.8 -2.2 -0.629
N -1.06972 2.44982 0.13713 0.3 1.3 -0.6 -0.638
N -1.94336 -1.20627 -1.53061 1.7 0.2 1.7 -0.833
O -2.78069 -0.07698 0.27977 -1.0 -0.6 0.1 -0.629
H 1.46243 2.80267 -0.40730 -0.5 0.2 0.5 0.225
H 3.13874 1.27792 -0.22607 -0.4 -0.3 -0.3 0.212
H 2.68753 -1.19395 -0.62134 0.0 0.7 0.2 0.222
H 2.16693 -0.82539 1.01311 -0.7 0.1 -1.3 0.229
H 0.52527 -0.83389 -1.62313 0.1 -0.7 0.9 0.199
H 0.63253 -2.20226 -0.30640 -0.5 0.7 -0.8 0.223
H 0.09076 0.34346 2.19832 1.8 1.1 0.9 0.216
H -0.16127 -1.44195 2.07072 0.3 0.1 0.6 0.202
H -1.43122 -0.25041 2.17136 -1.5 0.0 0.2 0.250
H -2.06829 2.54108 0.20075 -0.2 -1.3 0.1 0.406
H -1.15204 -1.13798 -2.12669 0.2 -0.3 -0.4 0.385
H -2.80845 -1.34523 -1.92595 -2.2 0.0 -0.9 0.394
```
Forces are in eV/Å.

Results
Energy ... -496.70534 a.u.
ΔE to the lowest compared entry with this formula, charge and spin ... 54.7 kcal/mol
E_HOMO ... -8.298 eV



# 3
Molecular formula: C8H12N2O2
Method: DFT, ωB97M-V with the def2-TZVPD basis set

```
24
Properties=species:S:1:pos:R:3:forces:R:3:nbo_charge:R:1
C 2.08082 -1.53211 -0.35022 2.1 -1.9 -0.5 0.287
C 1.67431 -0.19109 -0.09429 -2.1 -1.7 0.4 -0.134
C 0.21903 0.01871 -0.55202 0.8 1.8 0.8 0.017
C 0.52798 -0.11339 0.96851 -1.0 -1.8 -2.1 0.051
C 0.02949 1.39368 -1.18460 0.8 -0.5 1.7 -0.597
C -0.50175 -1.02356 -1.36020 2.4 -1.7 -0.3 -0.639
C 0.28746 1.05979 1.84173 1.2 0.7 1.2 -0.631
C 0.19200 -1.50292 1.57532 2.2 0.3 -1.9 -0.620
N 2.51707 -2.57368 -0.61365 -0.8 1.1 0.2 -0.296
N 2.81582 0.68235 -0.12107 0.9 -0.7 0.9 0.547
O 3.84070 0.08623 0.19924 0.0 1.4 -0.4 -0.353
O 2.67510 1.85704 -0.33286 0.3 0.6 -0.1 -0.355
H -0.99523 1.44161 -1.34789 -1.9 0.6 -0.6 0.210
H 0.56250 1.35917 -2.10892 0.3 0.5 -0.7 0.219
H 0.35563 2.20074 -0.52659 -0.1 0.0 -0.6 0.225
H -1.22238 -1.58555 -0.82262 -1.0 -0.2 0.5 0.227
H 0.23854 -1.79627 -1.67785 -0.5 0.3 0.3 0.240
H -0.84898 -0.70745 -2.31665 -0.7 0.8 -0.4 0.232
H 0.74628 0.96625 2.88358 -0.1 0.2 -1.6 0.228
H -0.75149 1.22756 2.06297 -0.7 -0.3 -0.3 0.231
H 0.62249 1.94316 1.29017 0.2 0.1 0.8 0.230
H 0.48481 -2.37840 0.91984 0.0 1.2 0.9 0.242
H -0.83378 -1.60456 1.63200 -2.3 0.1 0.8 0.216
H 0.71230 -1.53424 2.50830 0.0 -0.5 0.8 0.224
```
Forces are in eV/Å.

Results
Energy ... -571.85298 a.u.
SMILES ... CC1(C)C(C)(C)C1(C#N)[N+](=O)[O-]
ΔE to the lowest compared entry with this formula, charge and spin ... 138.3 kcal/mol
E_HOMO ... -10.638 eV



# 4
Molecular formula: C8H12N2O2
Method: DFT, ωB97M-V with the def2-TZVPD basis set

```
24
Properties=species:S:1:pos:R:3:forces:R:3:nbo_charge:R:1
C -0.95820 -2.89017 -1.76404 -3.8 4.3 0.0 -0.657
C -0.91105 -1.34080 -1.30458 3.5 -0.4 0.3 0.200
C -1.46805 0.90428 -1.28678 -3.9 2.2 -1.5 0.012
C -0.64503 1.31227 -0.29449 0.7 -1.9 3.0 -0.136
C -0.64801 2.60124 0.47357 0.7 0.9 1.7 -0.097
C -0.02198 0.22980 0.41157 1.1 -1.2 -2.7 -0.079
C 0.86805 0.31683 1.60713 0.0 -0.4 3.1 -0.283
C 0.12272 -1.10488 -0.29294 -5.3 4.9 -0.3 0.317
H -1.34380 -3.16050 -0.75238 -0.7 -1.2 -1.3 0.234
H -1.63660 -2.80506 -2.72488 1.0 -1.1 2.3 0.234
H -0.07092 -3.41996 -1.90080 1.7 -0.2 -0.4 0.226
H -2.35028 1.67877 -1.60181 2.4 -1.7 0.3 0.175
H -1.40679 3.40407 0.06289 1.9 -1.3 0.7 0.201
H -0.84344 2.38969 1.57273 -0.7 0.2 -1.5 0.196
H 1.12096 3.33169 -0.31525 -1.0 -1.3 4.9 0.455
H 0.45479 -0.22272 2.47038 -0.6 -1.1 -0.5 0.205
H 1.08651 1.17536 2.34084 0.1 0.0 -2.5 0.238
H 2.72574 -1.05807 1.77645 -2.6 2.8 -1.5 0.383
H 2.54729 0.11675 0.47544 -0.4 -0.8 0.5 0.396
H 1.44449 -1.61265 0.74931 1.4 0.6 0.7 0.462
N -1.65783 -0.33912 -1.73533 0.2 -1.0 -0.4 -0.446
N 1.96829 -0.47857 1.10039 7.3 1.7 3.7 -0.834
O 0.81229 3.02205 0.75724 -1.0 1.7 -6.7 -0.733
O 0.81085 -2.05026 0.17533 -2.0 -5.9 -1.9 -0.670
```
Forces are in eV/Å.

Results
Energy ... -571.82504 a.u.
ΔE to the lowest compared entry with this formula, charge and spin ... 155.8 kcal/mol
E_HOMO ... -7.870 eV



# 5
Molecular formula: C8H12N2O2
Method: DFT, ωB97M-V with the def2-TZVPD basis set

```
24
Properties=species:S:1:pos:R:3:forces:R:3:nbo_charge:R:1
C 1.65460 -0.34748 1.33441 -2.7 1.2 -3.2 0.648
C -1.37233 -1.09084 0.00281 1.8 -0.2 1.1 0.684
C 2.25788 0.04108 0.00984 -1.8 0.9 -1.2 -0.474
C 1.37289 -0.37720 -1.21927 2.0 -1.9 -0.5 -0.461
C -0.83325 -0.67246 1.41172 1.3 -1.2 0.0 -0.183
C 0.09260 0.31912 -1.39904 0.7 0.2 1.7 0.304
C -1.99179 -0.08090 2.13505 -0.2 1.7 3.0 -0.610
C -0.02876 1.65904 -1.95597 0.4 2.7 -1.6 -0.701
N -1.01200 -0.37581 -1.13684 -3.4 0.5 -1.6 -0.630
N 0.34291 0.02418 1.41189 0.6 2.3 -0.7 -0.426
O 2.32480 -0.81243 2.17018 2.1 -1.8 3.4 -0.567
O -2.00672 -2.08309 -0.04219 -1.8 -1.6 -0.6 -0.536
H 2.27367 1.11901 -0.02699 0.0 0.6 0.1 0.220
H 3.26444 -0.24709 0.00684 1.4 -0.9 -0.4 0.229
H 2.00800 -0.19038 -2.15326 -0.7 -0.3 1.0 0.231
H 1.14649 -1.51241 -1.20099 0.5 1.7 0.0 0.226
H -0.56238 -1.63295 1.86849 -0.5 -0.4 -0.1 0.229
H -2.43645 -0.87989 2.76029 -0.3 0.7 -0.6 0.233
H -2.65254 0.41044 1.46419 -1.1 -0.1 -0.6 0.206
H -1.77474 0.80682 2.86295 0.4 -1.8 -1.2 0.231
H -0.51700 1.66469 -2.97113 -0.3 -0.3 0.9 0.234
H 1.00113 2.07413 -2.35144 -1.8 -0.5 1.7 0.243
H -0.66196 2.38048 -1.25537 1.7 -1.3 -1.5 0.255
H -1.88949 -0.19605 -1.72616 1.8 -0.3 1.0 0.417
```
Forces are in eV/Å.

Results
Energy ... -571.88999 a.u.
ΔE to the lowest compared entry with this formula, charge and spin ... 115.1 kcal/mol
E_HOMO (spin up / spin down) ... -7.356 / -8.998 eV



# 6
Molecular formula: C8H12N2O6
Method: DFT, ωB97M-V with the def2-TZVPD basis set

```
28
Properties=species:S:1:pos:R:3:forces:R:3:nbo_charge:R:1
O -0.07474 -1.93614 0.85387 0.6 2.2 1.7 -0.585
O -1.76931 0.58078 -0.47006 0.9 -0.1 -1.6 -0.546
O 1.22193 2.94851 -1.49504 0.3 0.8 1.0 -0.508
O 2.31164 2.05532 0.50409 1.4 1.9 1.1 -0.204
O 0.60610 -0.94659 2.81826 -0.4 0.7 -1.1 -0.516
O -0.60576 0.88448 -2.40551 0.2 0.3 0.0 -0.514
C 0.41248 -0.97376 1.47048 -0.7 -2.2 -1.9 0.767
C -0.72884 0.73515 -1.09586 -2.0 0.1 2.3 0.764
C 0.94751 0.20024 0.74489 -0.7 0.7 0.4 -0.020
C 0.49578 0.92070 -0.31185 1.3 -0.1 0.6 0.015
N 2.11675 0.82197 1.20953 0.7 -1.9 -0.3 -0.342
N 1.36635 1.99086 -0.51392 -2.4 -3.1 -1.3 0.107
C 0.79104 -3.07369 3.94648 1.1 0.5 -0.8 -0.629
C -1.37937 1.28604 -4.56331 0.5 -0.5 -1.1 -0.625
C -0.11888 -1.92066 3.57494 -0.2 -1.4 0.0 -0.076
C -1.81473 1.03449 -3.16578 -1.0 -0.1 -0.2 -0.080
H 0.88613 2.45621 -2.26277 0.4 -0.2 0.1 0.494
H 2.35311 0.73512 2.20386 -0.3 1.4 -0.6 0.408
H 1.11707 -3.65522 3.07907 0.1 0.3 -0.1 0.221
H 1.67296 -2.69305 4.49036 -0.3 -0.2 -0.3 0.208
H 0.30556 -3.77664 4.56626 -0.8 -0.6 0.9 0.215
H -0.62721 2.07204 -4.57104 0.2 0.0 -0.1 0.209
H -0.97742 0.36816 -5.04169 0.0 0.6 0.3 0.218
H -2.20039 1.63476 -5.18366 -0.2 0.0 0.0 0.224
H -0.42539 -1.46052 4.49341 -0.2 0.7 0.3 0.186
H -1.03294 -2.28617 3.06504 0.7 0.4 -0.1 0.209
H -2.40404 0.11602 -3.10309 0.1 0.1 0.3 0.203
H -2.44538 1.88158 -2.83697 0.5 -0.4 0.5 0.197
```
Forces are in eV/Å.

Results
Energy ... -872.74395 a.u.
SMILES ... CCOC(=O)C1=C(C(=O)OCC)N(O)ON1
ΔE to the lowest compared entry with this formula, charge and spin ... 178.0 kcal/mol
E_HOMO ... -6.568 eV



# 7
Molecular formula: C8H12N2OS
Method: DFT, ωB97M-V with the def2-TZVPD basis set

```
24
Properties=species:S:1:pos:R:3:forces:R:3:nbo_charge:R:1
C -2.62952 -3.04394 -0.12795 0.1 1.2 -2.0 -0.391
C -1.32097 -2.73040 -0.08122 -0.1 0.0 0.0 -0.212
C -0.87627 -1.33347 -0.21743 -0.1 -0.3 0.4 -0.208
C 0.35695 -0.91975 0.02868 -0.1 -0.3 -0.6 -0.198
C -0.03422 1.48589 -0.22995 1.0 1.7 -1.0 -0.239
C -1.16990 1.61859 0.41486 0.3 0.8 0.5 -0.151
C 0.86926 0.41244 -0.13285 -0.6 -1.5 0.9 0.067
C -2.07781 2.74591 0.15584 -2.6 -0.4 -0.9 -0.635
N 4.57263 -0.17857 0.27128 1.1 0.8 -0.7 -0.965
N 2.14001 0.54002 -0.13158 2.1 -1.2 0.0 0.056
O 2.89494 1.52278 -0.11577 -1.0 1.4 -0.3 -0.508
S 3.24844 -1.04249 -0.09090 -0.4 0.4 0.3 0.453
H -2.82440 -4.09655 -0.30155 -0.7 0.1 0.5 0.205
H -3.39587 -2.22275 -0.47768 1.4 -1.9 1.1 0.202
H -0.54447 -3.55267 0.01673 -1.0 1.2 0.0 0.213
H -1.54842 -0.53246 -0.48354 -0.7 -0.5 -0.2 0.213
H 1.07465 -1.63457 0.28820 0.9 -1.2 0.5 0.203
H 0.39070 2.22707 -0.90268 -0.7 0.5 -0.1 0.218
H -1.36971 0.96084 1.24755 -0.4 -0.3 -0.1 0.212
H -3.14315 2.24063 -0.12364 2.3 1.5 0.3 0.214
H -1.70388 3.44310 -0.63965 -0.5 -0.8 0.6 0.223
H -2.28844 3.32969 1.04889 0.0 0.0 0.1 0.224
H 4.49332 0.37258 1.14907 0.3 -0.5 -1.1 0.402
H 4.88610 0.38809 -0.56474 -0.4 -0.7 1.8 0.402
```
Forces are in eV/Å.

Results
Energy ... -894.78733 a.u.
SMILES ... C=C/C=C/C(/C=C/C)=[N+](/[O-])SN
ΔE to the lowest compared entry with this formula, charge and spin ... 137.2 kcal/mol
E_HOMO ... -7.787 eV



# 8
Molecular formula: C8H12N2OS
Method: DFT, ωB97M-V with the def2-TZVPD basis set

```
24
Properties=species:S:1:pos:R:3:forces:R:3:nbo_charge:R:1
C -3.11084 -0.07724 0.18610 -0.2 -1.3 0.4 -0.621
C -1.82749 -0.84123 -0.18374 -0.5 -0.1 -0.4 -0.051
C -0.92591 -1.00600 1.03029 -0.3 -1.1 0.2 -0.637
C 0.33448 1.58455 -0.55620 -0.3 0.5 0.1 0.633
C 1.51901 0.71955 -0.32825 -0.2 -0.2 -0.3 -0.332
C 2.44040 0.98447 0.62999 0.8 -0.8 0.1 -0.189
C 3.53703 0.04921 0.61231 -0.4 0.7 0.3 -0.257
C 3.41849 -0.86794 -0.37246 0.0 -0.6 -0.4 -0.399
H -3.76872 -0.00125 -0.67443 0.0 0.1 -0.1 0.217
H -2.85928 0.90364 0.54961 0.0 0.5 0.2 0.209
H -3.67422 -0.63220 0.97974 0.5 0.5 -0.5 0.213
H -2.11775 -1.83206 -0.57486 0.1 0.2 0.3 0.196
H -0.61936 -0.06342 1.42961 0.1 0.7 0.4 0.211
H -1.47957 -1.56942 1.81896 0.4 0.5 -0.5 0.217
H -0.01485 -1.56373 0.80379 -0.1 -0.1 -0.1 0.214
H -0.53710 -0.78858 -1.82608 -0.1 0.0 0.0 0.361
H -1.48070 1.80891 -1.44323 0.9 -0.6 0.3 0.397
H 2.35463 1.79743 1.32553 -0.1 0.2 0.1 0.245
H 4.37287 0.09375 1.29672 0.0 0.0 0.0 0.230
H 4.09213 -1.68801 -0.62218 -0.2 0.3 0.1 0.244
N -1.23211 -0.20750 -1.37903 0.3 -0.3 0.2 -0.457
N -0.76519 1.09365 -1.22228 -0.7 1.0 -0.2 -0.472
O 0.36513 2.75635 -0.20143 0.0 -0.5 -0.2 -0.601
S 1.97892 -0.65295 -1.27844 0.0 0.2 0.1 0.429
```
Forces are in eV/Å.

Results
Energy ... -894.95232 a.u.
SMILES ... CC(C)NNC(=O)c1cccs1
ΔE to the lowest compared entry with this formula, charge and spin ... 33.7 kcal/mol
E_HOMO ... -9.178 eV



# 9
Molecular formula: C8H12N2S
Method: DFT, ωB97M-V with the def2-TZVPD basis set

```
23
Properties=species:S:1:pos:R:3:forces:R:3:nbo_charge:R:1
C 0.54345 0.86309 2.66569 1.9 0.2 -0.6 -0.036
C 0.48663 2.15190 2.22479 -2.2 -0.1 -0.7 -0.414
C -1.14153 0.56968 1.32850 -1.2 1.5 -1.0 -0.084
C -2.00455 0.09659 0.37419 0.5 -1.1 0.6 0.402
C 0.96218 -1.61879 0.05298 3.0 3.1 -2.3 -0.677
C 1.07266 0.65850 -1.29514 -1.7 1.2 1.2 -0.700
C -0.51946 -1.13135 -2.05432 2.3 -1.4 2.0 -0.660
C 0.48951 -0.65057 -1.03083 -1.2 -1.3 0.0 0.149
N -0.31899 -0.02704 2.18740 -1.2 -0.5 -0.7 -0.456
N -2.93099 -0.34489 -0.28339 -0.1 1.0 1.1 -0.573
S -0.93935 2.39832 1.16363 1.3 -1.7 1.3 0.296
H 1.45979 0.44278 3.08290 -0.4 0.3 0.8 0.214
H 0.94961 3.01538 2.58717 1.0 0.9 0.4 0.229
H 0.58117 -1.51040 0.99013 -1.5 1.2 2.8 0.252
H 2.07863 -1.46165 0.25341 -1.2 -0.6 -0.6 0.205
H 0.69433 -2.58951 -0.12228 -0.2 -2.7 -1.2 0.212
H 1.88478 0.77058 -0.64264 1.7 0.6 0.5 0.221
H 1.24095 0.92284 -2.30945 0.8 -0.4 -1.2 0.217
H 0.39531 1.53593 -1.04033 0.2 -0.9 0.2 0.219
H -1.30756 -0.46264 -2.08877 -1.9 1.1 -0.1 0.179
H -0.09455 -1.06141 -3.02284 0.6 -0.4 -1.2 0.214
H -0.78026 -2.15356 -1.74150 -0.5 0.4 -0.7 0.217
H -2.80177 -0.41378 -1.27930 0.1 -0.4 -0.6 0.376
```
Forces are in eV/Å.

Results
Energy ... -819.53917 a.u.
ΔE to the lowest compared entry with this formula, charge and spin ... 116.7 kcal/mol
E_HOMO (spin up / spin down) ... -6.937 / -6.867 eV



# 10
Molecular formula: C8H12N2STb
Method: DFT, ωB97M-V with the def2-TZVPD basis set

```
24
Properties=species:S:1:pos:R:3:forces:R:3:mulliken_charge:R:1
C -2.20305 -0.12493 -1.82410 0.2 -0.2 0.2 -1.086
C -1.40977 -1.31528 -1.22766 0.0 0.3 -0.9 -0.680
S 0.27509 -1.47453 -1.93117 -0.1 -0.2 -0.1 0.414
C 1.41624 -0.70914 -0.81127 0.1 0.2 -0.1 -0.564
C 0.84967 0.61651 -0.23721 -0.2 -0.3 0.4 1.097
C 1.80218 1.69442 -0.36053 0.4 0.3 0.0 -0.540
N 2.55208 2.55512 -0.47845 0.0 0.0 0.0 -0.197
C 0.45658 0.36047 1.24760 0.3 0.3 0.1 0.936
C 1.63168 0.39888 2.21932 0.0 -0.2 0.3 -1.466
C -0.60675 1.29165 1.59354 -0.5 0.0 -0.1 -0.213
N -1.53620 1.96008 1.70172 -0.3 -0.2 0.1 -0.263
H -1.74080 0.83078 -1.61090 0.0 0.2 -0.1 0.375
H -3.21568 -0.11854 -1.40724 -0.1 0.0 -0.1 0.527
H -2.28312 -0.27313 -2.90067 -0.1 0.1 -0.1 0.436
H -1.47537 -1.27642 -0.12324 4.6 2.2 -6.2 -0.287
H -1.93533 -2.22790 -1.54462 0.1 -0.3 0.0 0.572
H 2.33084 -0.59645 -1.40017 0.0 0.0 -0.2 0.497
H 1.67059 -1.38553 0.01328 0.0 -0.3 -0.1 0.462
H -0.03101 0.94587 -0.77961 -0.1 0.0 -0.1 -0.187
H -0.01079 -0.66137 1.30783 0.3 0.0 -0.1 -0.319
H 1.31061 0.06409 3.20230 0.0 0.0 0.1 0.436
H 2.00133 1.41727 2.32196 0.0 0.1 -0.1 0.481
H 2.44879 -0.24627 1.90157 0.1 0.0 -0.1 0.397
Tb -2.29779 -1.72562 1.12772 -4.8 -1.9 7.2 2.172
```
Forces are in eV/Å.

Results
Energy ... -1642.73249 a.u.
<S²> ... 13.0207
Net charge ... +3
Multiplicity ... 7
E_HOMO (spin up / spin down) ... -21.794 / -21.817 eV